Here is 17 unconnected molecules or ions with the total composition C66H100Br2O48 at a distorted geometry from the Open Molecules 2025 dataset. Energies are from ωB97M-V/def2-TZVPD.

Each line ends with the Löwdin charge.
Cartesian coordinates (Å):
Br: -0.4323 1.1752 1.3343  0.830
C: -1.0611 0.5216 -0.4205  -0.603
C: 0.1390 -0.1552 -1.0565  -0.663
Br: -0.4224 -0.9118 -2.7522  0.761
H: -1.5190 1.3482 -0.9637  0.048
H: -1.8983 -0.1507 -0.2329  0.031
H: 0.5810 -0.9137 -0.4104  0.053
H: 0.9720 0.5352 -1.1888  0.037
C: 1.4052 -4.0581 -1.2159  -0.004
C: 2.4116 -3.5198 -2.3158  -0.262
C: 3.8771 -3.8573 -2.1814  -0.134
O: 4.3338 -4.2196 -3.4234  0.104
C: 3.2815 -4.4122 -4.2313  -0.577
O: 3.3405 -4.7784 -5.3824  0.146
O: 2.1819 -4.0610 -3.6177  0.075
H: 1.4488 -5.1459 -1.1615  0.058
H: 0.3976 -3.6876 -1.4048  0.043
H: 1.7001 -3.7438 -0.2147  0.088
H: 2.2539 -2.4592 -2.5116  0.112
H: 3.8701 -4.6872 -1.4748  0.131
H: 4.4961 -3.1114 -1.6828  0.141
C: 1.1739 5.9314 1.9271  0.015
C: 0.3667 5.6204 0.6476  -0.292
C: -0.7092 4.5708 0.8108  -0.195
O: -1.9082 5.1373 0.4468  0.070
C: -1.7050 6.4739 0.2412  -0.438
O: -2.6475 7.2516 0.0385  0.102
O: -0.3489 6.8205 0.3707  0.066
H: 1.8509 6.7712 1.7703  0.084
H: 1.6812 5.0266 2.2621  0.067
H: 0.6650 6.2895 2.8220  0.086
H: 0.8418 5.3904 -0.3061  0.139
H: -0.6987 4.3001 1.8666  0.092
H: -0.4345 3.7293 0.1749  0.074
C: 3.2742 4.4716 -2.9321  0.002
C: 3.8829 5.7664 -2.4218  -0.340
C: 3.6100 6.9412 -3.2975  -0.132
O: 3.3407 7.9935 -2.4336  0.117
C: 2.9786 7.5383 -1.2612  -0.496
O: 2.5270 8.1852 -0.3002  0.139
O: 3.2323 6.2016 -1.2592  0.083
H: 3.1397 3.7126 -2.1614  0.081
H: 3.8490 4.1452 -3.7988  0.080
H: 2.2867 4.7279 -3.3160  0.088
H: 4.9708 5.7396 -2.3584  0.153
H: 2.8037 6.7402 -4.0029  0.136
H: 4.4504 7.1490 -3.9598  0.141
C: 0.3290 1.0766 6.5406  -0.001
C: 0.2698 0.8933 8.0540  -0.343
C: 1.3033 -0.0794 8.6580  -0.088
O: 1.9924 0.7603 9.5097  0.082
C: 1.6194 2.0209 9.4844  -0.517
O: 2.1878 2.9359 10.0582  0.149
O: 0.5137 2.0789 8.6900  0.083
H: 1.3582 1.3092 6.2671  0.098
H: -0.3345 1.8878 6.2409  0.048
H: -0.0801 0.2316 5.9868  0.078
H: -0.7104 0.5188 8.3490  0.149
H: 1.9863 -0.4963 7.9178  0.138
H: 0.8007 -0.8206 9.2794  0.135
C: -2.4232 1.7217 4.0320  -0.046
C: -3.3963 2.6986 3.2860  -0.294
C: -4.6446 3.0041 4.0333  -0.109
O: -4.5813 4.3925 4.1942  0.087
C: -3.4332 4.9145 3.7020  -0.452
O: -3.0358 6.1240 3.7521  0.087
O: -2.6401 3.8992 3.3216  0.038
H: -2.7332 0.6768 4.0351  0.060
H: -2.4953 2.0613 5.0652  0.077
H: -1.3772 1.7246 3.7255  0.002
H: -3.6106 2.3856 2.2641  0.130
H: -4.5953 2.4378 4.9634  0.136
H: -5.5007 2.7210 3.4209  0.128
C: 5.2338 2.8223 -0.0617  -0.031
C: 4.0281 2.6496 0.7740  -0.328
C: 4.1814 1.4307 1.7662  -0.054
O: 3.9787 2.0378 3.0224  0.079
C: 3.8641 3.3331 2.9333  -0.528
O: 3.7310 4.1383 3.8815  0.108
O: 3.9260 3.7321 1.6428  0.080
H: 5.4891 1.9381 -0.6458  0.070
H: 6.1026 3.0967 0.5366  0.106
H: 5.1991 3.5693 -0.8547  0.070
H: 3.1382 2.5694 0.1496  0.141
H: 5.1445 0.9277 1.6798  0.140
H: 3.2779 0.8386 1.6207  0.120
C: 6.0653 2.2007 -4.0875  0.009
C: 4.7608 1.4271 -4.2830  -0.322
C: 4.8758 -0.0441 -4.3820  -0.067
O: 4.1863 -0.5644 -3.2622  0.137
C: 3.9325 0.3465 -2.4528  -0.607
O: 3.5437 0.1902 -1.2828  0.111
O: 4.0554 1.5279 -3.0550  0.048
H: 6.7803 1.7432 -4.7713  0.088
H: 6.4461 2.0006 -3.0860  0.095
H: 6.1141 3.2801 -4.2307  0.084
H: 4.1281 1.8257 -5.0760  0.134
H: 5.9193 -0.3512 -4.3131  0.146
H: 4.5325 -0.2812 -5.3890  0.148
C: -0.4674 -6.5564 -2.3820  -0.021
C: 0.7836 -7.3062 -2.7645  -0.338
C: 0.7153 -8.8328 -2.5347  -0.032
O: 1.2344 -9.2678 -3.8193  0.110
C: 1.4041 -8.3003 -4.6597  -0.563
O: 1.8478 -8.4033 -5.8172  0.116
O: 0.9799 -7.1396 -4.1423  0.084
H: -0.3106 -5.4785 -2.4215  0.060
H: -0.6209 -6.7438 -1.3192  0.077
H: -1.3774 -6.7979 -2.9311  0.101
H: 1.6591 -6.8920 -2.2644  0.140
H: -0.3347 -9.0424 -2.3303  0.126
H: 1.2022 -9.1530 -1.6136  0.134
C: 0.3243 -7.3053 2.5817  -0.008
C: -0.9776 -6.6966 2.0446  -0.311
C: -1.7545 -5.8968 3.0294  -0.100
O: -1.9976 -4.7045 2.3442  0.061
C: -1.3123 -4.6282 1.1826  -0.482
O: -1.3182 -3.6923 0.3476  0.092
O: -0.6063 -5.7771 1.0236  0.056
H: 0.6856 -8.0523 1.8748  0.079
H: 0.0923 -7.8795 3.4787  0.091
H: 1.1690 -6.6685 2.8443  0.089
H: -1.5281 -7.4813 1.5256  0.159
H: -1.2450 -5.7458 3.9811  0.127
H: -2.6167 -6.5412 3.2009  0.154
C: -0.4564 -3.3559 5.3484  0.015
C: 0.7367 -3.0293 4.4097  -0.321
C: 0.3155 -2.3491 3.1484  -0.071
O: 1.1835 -1.2067 3.1220  0.037
C: 1.8901 -1.1089 4.2328  -0.585
O: 2.7451 -0.2797 4.4969  0.140
O: 1.6665 -2.1654 4.9921  0.102
H: -1.2762 -3.8252 4.8046  0.061
H: -0.7837 -2.4815 5.9108  0.091
H: -0.1460 -4.1326 6.0473  0.085
H: 1.3268 -3.9088 4.1521  0.151
H: -0.6253 -1.8252 3.3171  0.131
H: 0.3473 -2.9880 2.2658  0.124
C: -4.1133 -2.9989 -4.8593  -0.017
C: -4.6785 -3.0043 -3.5231  -0.328
C: -3.8754 -3.8833 -2.4872  -0.075
O: -3.9220 -3.1396 -1.3170  0.029
C: -4.2418 -1.8760 -1.6281  -0.521
O: -4.2253 -0.9563 -0.8294  0.133
O: -4.6146 -1.7500 -2.9104  0.096
H: -4.0340 -4.0307 -5.2015  0.102
H: -3.0824 -2.6464 -4.8940  0.083
H: -4.7853 -2.4573 -5.5250  0.105
H: -5.7376 -3.2614 -3.5086  0.162
H: -2.8354 -4.1682 -2.6463  0.131
H: -4.4517 -4.7810 -2.2632  0.137
C: -3.8758 2.4578 -2.6469  0.002
C: -5.0811 2.6328 -1.6667  -0.270
C: -6.2517 1.6719 -1.8607  -0.111
O: -6.6688 1.3602 -0.5637  0.094
C: -5.6306 1.5628 0.2598  -0.549
O: -5.6245 1.2114 1.4217  0.122
O: -4.6488 2.2224 -0.3728  0.077
H: -3.0108 3.1210 -2.6414  0.068
H: -4.2734 2.7464 -3.6199  0.087
H: -3.5898 1.4074 -2.5921  0.074
H: -5.2881 3.7027 -1.6433  0.158
H: -5.9254 0.8168 -2.4528  0.122
H: -7.0218 2.1254 -2.4847  0.139
C: 0.2938 2.4319 -7.0791  0.017
C: 0.0986 2.0795 -5.5922  -0.319
C: 1.2863 1.6127 -4.7762  -0.115
O: 0.9293 1.9078 -3.4244  0.010
C: -0.0187 2.8635 -3.4691  -0.562
O: -0.5223 3.3885 -2.5111  0.150
O: -0.3134 3.1163 -4.7461  0.105
H: 1.0259 3.2347 -7.1662  0.087
H: -0.6609 2.6632 -7.5515  0.095
H: 0.6592 1.5352 -7.5795  0.075
H: -0.6263 1.2694 -5.5123  0.139
H: 2.1967 2.1691 -4.9990  0.113
H: 1.4571 0.5546 -4.9743  0.123
C: 0.2250 4.2823 5.0594  0.016
C: 0.5085 5.6239 5.8111  -0.304
C: 0.7104 5.5778 7.2724  -0.172
O: 1.8943 6.1792 7.5613  0.088
C: 2.3545 6.7443 6.3550  -0.478
O: 3.3241 7.5040 6.1923  0.117
O: 1.7008 6.1779 5.3977  0.106
H: -0.0037 4.2375 3.9946  0.056
H: -0.5975 3.6996 5.4741  0.055
H: 1.0676 3.6033 5.1896  0.081
H: -0.2555 6.3816 5.6371  0.156
H: 0.7283 4.5244 7.5519  0.125
H: -0.1562 6.0552 7.7298  0.143
C: -3.6427 -1.6594 2.2848  0.005
C: -5.0231 -2.3230 2.2772  -0.284
C: -5.0708 -3.4773 1.3649  -0.117
O: -5.6558 -4.4942 2.1449  0.108
C: -5.5260 -4.1913 3.4121  -0.581
O: -5.8486 -4.9432 4.3392  0.102
O: -5.1261 -2.9419 3.5468  0.107
H: -2.8113 -2.3550 2.1715  0.059
H: -3.5194 -1.1642 3.2480  0.072
H: -3.4869 -0.9550 1.4677  0.067
H: -5.8729 -1.6627 2.1042  0.164
H: -4.1259 -3.7704 0.9073  0.115
H: -5.7403 -3.1525 0.5685  0.139
C: -0.0836 -4.4442 -6.5940  0.021
C: 0.0408 -2.9195 -6.2671  -0.339
C: 0.8953 -2.1843 -7.1934  -0.105
O: 0.1619 -0.9868 -7.4464  0.070
C: -1.1217 -1.1995 -7.1019  -0.567
O: -2.0468 -0.4307 -7.3483  0.130
O: -1.1802 -2.3795 -6.5877  0.097
H: -0.2845 -4.6052 -7.6531  0.092
H: -0.8837 -4.9110 -6.0194  0.080
H: 0.8268 -5.0010 -6.3723  0.075
H: 0.4320 -2.7924 -5.2577  0.127
H: 1.2444 -2.7539 -8.0547  0.146
H: 1.8429 -1.9600 -6.7036  0.132

As for the LUMO energy: -0.69 eV. The HOMO energy comes out at -9.57 eV. Its largest force on an atom is 0.129 hartree/bohr. The charge is 0. Its multiplicity is 1.


Here is a single C2H2Cl2O2S molecule at a distorted geometry from the Open Molecules 2025 dataset. Energies are from ωB97M-V/def2-TZVPD.

Each line ends with the natural charge from an NBO analysis.
Cartesian coordinates (Å):
C: 0.5828 0.9766 1.1853  -0.322
C: 0.5154 0.3492 -0.0604  -0.341
Cl: 1.7935 0.0439 -1.2077  0.061
S: -0.8140 -0.7915 -0.4742  2.086
O: -0.1883 -2.1222 -0.5784  -0.878
O: -1.9099 -0.5397 0.3213  -0.893
Cl: -1.2175 -0.2133 -2.3334  -0.179
H: 1.4318 1.5514 1.3033  0.225
H: -0.1938 0.7456 1.8442  0.241

As for the LUMO energy: -0.30 eV. The HOMO energy comes out at -10.64 eV. Its largest force on an atom is 0.121 hartree/bohr. The charge is 0. Its structure (SMILES) is C=C(Cl)S(=O)(=O)Cl. The value obtained for the energy above the lowest of the compared OMol25 structures with the same formula, charge and spin is 167.14 kJ/mol. Its multiplicity is 1.


Q: Number 1 is which compound?
A: C66H100Br2O48